# 1
# C3H7NO

2 unconnected molecules or ions with the total composition C3H7NO at a distorted geometry (the ωB97M-V functional and the def2-TZVPD basis, the Open Molecules 2025 dataset).

Computed properties:
Highest occupied orbital energy (spin up / spin down) = -0.30514 / -0.30518 Eh
Gap between HOMO and LUMO (spin up / spin down) = 0.3300 / 0.3300 hartree
2S+1 = 1

Last column: Mulliken charge in e.
Atoms and positions in Å:
C1 -0.51 -0.03 -0.06  0.70
C2 -0.17 -1.47 -0.17  -1.11
C3 1.43 1.41 -0.10  -0.79
N1 -1.45 0.58 0.77  -0.47
O1 -1.57 0.57 -0.67  -0.33
H1 -1.00 -2.09 0.18  0.36
H2 0.72 -1.69 0.42  0.28
H3 0.03 -1.71 -1.22  0.27
H4 1.28 1.87 0.85  0.29
H5 1.19 1.97 -0.98  0.28
H6 2.19 0.66 -0.19  0.29
H7 -2.15 -0.07 1.16  0.23

=====

# 2
# C14H42F2O7S7Zr

A molecular structure, C14H42F2O7S7Zr at a distorted geometry (the ωB97M-V functional and the def2-TZVPD basis, the Open Molecules 2025 dataset).

Computed properties:
Net charge = +2
Highest occupied orbital energy = -0.50750 Eh
Gap between HOMO and LUMO = 0.3670 hartree
2S+1 = 1

Last column: Mulliken charge in e.
Atoms and positions in Å:
Zr1 -0.12 -0.13 -0.32  1.73
F1 -0.96 -1.50 -1.70  -0.70
F2 0.32 0.02 1.74  -0.40
C1 4.36 1.50 -0.64  -0.98
S1 2.93 1.84 0.37  0.23
O1 1.87 0.92 -0.08  -0.15
C2 3.55 1.11 1.88  -0.84
H1 5.19 2.12 -0.30  0.46
H2 4.08 1.74 -1.67  0.36
H3 4.65 0.45 -0.56  0.27
H4 2.74 1.13 2.61  0.24
H5 4.38 1.69 2.30  0.50
H6 3.86 0.08 1.72  0.16
C3 -4.15 1.53 1.42  -0.63
S2 -3.24 -0.03 1.52  0.36
O2 -2.14 0.01 0.52  -0.39
C4 -2.52 0.21 3.11  0.11
H7 -5.21 1.34 1.53  0.44
H8 -3.90 1.94 0.44  -0.04
H9 -3.77 2.24 2.15  0.34
H10 -1.92 -0.66 3.36  -0.41
H11 -3.30 0.30 3.87  0.54
H12 -1.89 1.10 3.09  -0.14
C5 -2.34 -4.01 1.87  -0.98
S3 -0.68 -3.47 1.48  0.30
O3 -0.81 -2.15 0.82  -0.57
C6 -0.14 -3.18 3.17  -1.01
H13 -2.93 -3.19 2.27  0.23
H14 -2.23 -4.80 2.61  0.47
H15 -2.77 -4.39 0.95  0.36
H16 -0.08 -4.15 3.67  0.49
H17 -0.86 -2.54 3.68  0.28
H18 0.83 -2.70 3.18  0.18
C7 -2.66 3.01 -2.80  -1.02
S4 -2.23 1.28 -2.88  0.27
O4 -1.41 1.04 -1.67  0.26
C8 -3.84 0.59 -2.56  -0.86
H19 -3.17 3.21 -1.85  0.22
H20 -3.32 3.24 -3.64  0.52
H21 -1.75 3.58 -2.90  0.31
H22 -4.12 0.79 -1.53  0.03
H23 -3.78 -0.48 -2.75  0.33
H24 -4.60 1.08 -3.17  0.49
C9 -0.55 4.63 0.68  -1.23
S5 -0.86 3.01 1.34  0.51
O5 -0.36 2.06 0.32  -0.32
C10 0.31 3.06 2.69  -0.80
H25 -1.17 4.78 -0.19  0.30
H26 0.51 4.67 0.40  0.36
H27 -0.76 5.39 1.42  0.51
H28 1.29 2.78 2.30  -0.10
H29 0.04 2.33 3.44  0.26
H30 0.39 4.08 3.07  0.56
C11 0.51 0.15 -4.76  -1.12
S6 1.70 0.29 -3.45  0.33
O6 0.92 0.13 -2.18  -0.78
C12 2.47 -1.31 -3.73  -0.87
H31 1.05 -0.02 -5.70  0.50
H32 -0.03 1.09 -4.87  0.34
H33 -0.22 -0.63 -4.53  0.33
H34 3.12 -1.21 -4.59  0.54
H35 1.68 -2.05 -3.89  0.30
H36 3.08 -1.55 -2.87  0.13
C13 2.19 -3.98 -1.05  -0.90
S7 2.68 -2.43 -0.34  0.39
O7 1.44 -1.62 -0.27  0.41
C14 3.03 -3.03 1.30  -0.90
H37 1.25 -4.35 -0.65  0.20
H38 2.99 -4.71 -0.96  0.51
H39 2.06 -3.81 -2.12  0.23
H40 2.18 -3.60 1.68  0.18
H41 3.23 -2.19 1.96  0.24
H42 3.88 -3.70 1.20  0.53

=====

# 3
# C7H12ClN2

2 unconnected molecules or ions with the total composition C7H12ClN2 at a distorted geometry (the ωB97M-V functional and the def2-TZVPD basis, the Open Molecules 2025 dataset).

Computed properties:
Net charge = +1
Highest occupied orbital energy = -0.37463 Eh
Gap between HOMO and LUMO = 0.1427 hartree
2S+1 = 1

Last column: Mulliken charge in e.
Atoms and positions in Å:
C1 -3.30 0.95 -0.55  0.05
C2 2.33 -0.36 -0.05  0.38
C3 -1.36 0.08 0.70  -0.11
C4 -4.60 0.66 -0.09  -0.11
C5 2.08 0.54 -1.10  -0.94
C6 -4.93 -0.02 1.05  -0.51
C7 4.79 -0.56 -0.24  -0.88
N1 -2.19 0.82 0.11  -0.10
N2 3.47 -0.80 0.40  -0.23
Cl1 -1.34 -1.64 0.29  -0.03
H1 -3.13 1.50 -1.43  0.42
H2 -5.38 1.22 -0.70  0.30
H3 -0.71 0.30 1.48  0.52
H4 2.96 0.85 -1.74  0.17
H5 1.18 0.67 -1.64  0.26
H6 -4.35 -0.76 1.48  0.30
H7 -5.89 0.14 1.42  0.26
H8 1.53 -0.47 0.66  0.16
H9 5.11 -1.46 -0.86  0.25
H10 4.76 0.41 -0.71  0.35
H11 5.47 -0.45 0.62  0.30
H12 3.49 -1.60 0.90  0.18

=====

Electronic energy values (in eV) by entry order: -6756.5586, -112083.0482, -22944.9025.
ΔE to the lowest compared entry with this formula, charge and spin values (in kcal per mole) by entry order: 142.8, 0.0, 92.9.